Density functional theory data (ωB97M-V with the def2-TZVPD basis set) for C4H6N4 in the gas phase at a distorted geometry.

The frontier orbital gap comes out at 0.347 Ha. The relative energy (zero: lowest compared OMol25 entry of this formula, charge and spin) comes out at 3.3073 eV. Its SMILES is C=Cc1cnnn1N. The calculation puts the lowest unoccupied orbital energy at 0.0142 hartree. The value obtained for the largest force on an atom is 2.87 eV/A. The value obtained for the total energy is -10202.6323 eV.

Atoms and positions in Å:
C: 0.057 -1.484 -0.003
C: -0.341 -0.152 -0.013
C: -1.681 0.483 -0.016
C: -2.885 -0.104 0.019
H: 0.462 2.238 0.813
H: 1.063 2.509 -0.788
H: -0.553 -2.351 0.081
H: -1.726 1.616 -0.376
H: -3.817 0.451 -0.099
H: -3.039 -1.145 0.269
N: 1.142 1.918 0.127
N: 0.837 0.552 -0.101
N: 1.869 -0.314 0.003
N: 1.396 -1.552 -0.002



Density functional theory data (ωB97M-V with the def2-TZVPD basis set) for a molecular structure, C3H8N2 at a distorted geometry.

The frontier orbital gap comes out at 0.335 Ha. The relative energy (zero: lowest compared OMol25 entry of this formula, charge and spin) comes out at 5.6326 eV. The calculation puts the lowest unoccupied orbital energy at 0.0426 hartree. The value obtained for the largest force on an atom is 4.73 eV/A. The value obtained for the total energy is -6216.2142 eV.

Atoms and positions in Å:
C: 1.172 0.692 -1.035
C: -0.017 1.188 -0.916
C: -0.190 -0.017 1.456
N: -0.965 -1.396 -0.228
N: -0.959 -0.089 0.235
H: 1.965 1.226 -1.471
H: 1.451 -0.208 -0.620
H: -0.572 2.126 -1.013
H: -0.286 -1.119 1.705
H: 0.787 0.339 1.245
H: -0.699 0.616 2.170
H: -0.036 -1.829 -0.452
H: -1.652 -1.530 -1.075



Density functional theory data (ωB97M-V with the def2-TZVPD basis set) for a molecular structure, C30H33F3N5OPtSe.

The frontier orbital gap comes out at 0.263 Ha. The relative energy (zero: lowest compared OMol25 entry of this formula, charge and spin) comes out at 0.3504 eV. As for the total charge: +1. The calculation puts the lowest unoccupied orbital energy at -0.1105 hartree. The value obtained for the largest force on an atom is 0.47 eV/A. The value obtained for the total energy is -117887.4042 eV.

Atoms and positions in Å:
Pt: -0.199 1.958 0.284
O: -0.513 1.489 2.188
C: -0.189 2.267 3.204
C: -0.010 1.647 4.454
C: 0.323 2.368 5.575
C: 0.484 3.753 5.506
C: 0.274 4.384 4.303
C: -0.078 3.674 3.144
C: -0.374 4.408 1.922
N: -0.641 3.917 0.713
C: -0.839 4.982 -0.143
C: -0.706 6.133 0.553
N: -0.415 5.757 1.843
H: -0.151 0.575 4.507
H: 0.461 1.856 6.518
H: 0.758 4.324 6.381
H: 0.391 5.460 4.269
H: -1.088 4.846 -1.180
H: -0.800 7.162 0.260
H: -0.269 6.383 2.614
C: 3.080 -1.932 -2.831
C: 2.088 -3.064 -2.585
C: 0.745 -2.848 -3.278
C: -0.112 -1.751 -2.651
N: -0.494 -2.074 -1.277
C: -0.039 -1.503 -0.148
Se: 1.138 -0.022 -0.049
N: -0.579 -2.131 0.907
C: -0.342 -1.784 2.318
C: 1.033 -2.230 2.801
C: 1.285 -3.733 2.727
C: 0.434 -4.551 3.692
C: -1.455 -3.108 0.448
C: -2.302 -3.987 1.116
C: -3.073 -4.825 0.336
C: -3.010 -4.792 -1.064
C: -2.172 -3.919 -1.728
C: -1.392 -3.080 -0.940
H: 4.050 -2.155 -2.388
H: 2.735 -0.990 -2.402
H: 3.233 -1.782 -3.902
H: 1.932 -3.203 -1.510
H: 2.515 -4.002 -2.944
H: 0.176 -3.780 -3.294
H: 0.915 -2.572 -4.322
H: -1.036 -1.608 -3.213
H: 0.416 -0.800 -2.616
H: -1.134 -2.272 2.885
H: -0.471 -0.706 2.413
H: 1.135 -1.892 3.837
H: 1.788 -1.690 2.228
H: 2.340 -3.913 2.945
H: 1.132 -4.083 1.700
H: 0.538 -4.177 4.713
H: 0.735 -5.598 3.692
H: -0.626 -4.525 3.438
H: -2.368 -4.013 2.194
H: -3.745 -5.522 0.816
H: -3.638 -5.462 -1.636
H: -2.132 -3.892 -2.808
F: -0.362 2.639 -6.586
C: 0.068 3.625 -5.787
F: -0.748 4.674 -5.962
F: 1.292 3.979 -6.184
C: 0.051 3.180 -4.343
C: 1.200 3.174 -3.576
C: 1.111 2.768 -2.255
N: -0.046 2.390 -1.704
C: -1.159 2.388 -2.454
C: -1.150 2.775 -3.777
H: 2.153 3.476 -3.985
H: 1.979 2.737 -1.612
H: -2.063 2.063 -1.959
H: -2.067 2.763 -4.350



Density functional theory data (ωB97M-V with the def2-TZVPD basis set) for 3 unconnected molecules or ions with the total composition C22H46FN4O8S at a distorted geometry.

The spin multiplicity is 2. The frontier orbital gap (alpha / beta) comes out at 0.299 / 0.294 Ha. The calculation puts the lowest unoccupied orbital energy (alpha / beta) at -0.0190 / -0.0243 hartree. The value obtained for the largest force on an atom is 8.33 eV/A. The value obtained for the total energy is -59443.2131 eV.

Atoms and positions in Å:
C: -0.853 -4.849 0.225
C: -2.311 -4.444 -0.344
C: -2.516 -5.352 -1.699
C: -3.417 -4.950 0.714
C: -4.702 -3.990 0.895
N: -5.304 -4.340 2.257
C: -5.813 -5.567 2.225
O: -6.661 -6.501 2.235
S: -6.009 -4.167 -0.423
O: -5.835 -3.107 -1.507
O: -5.943 -5.514 -1.111
F: -7.573 -3.970 0.189
C: -4.303 -2.427 0.978
C: -2.873 -2.094 0.310
C: -3.047 -0.618 -0.403
C: -1.798 -1.887 1.501
N: -2.447 -3.021 -0.784
O: -1.336 -2.562 -1.333
H: -0.895 -5.998 0.418
H: -0.632 -4.387 1.272
H: -0.013 -4.673 -0.534
H: -1.715 -4.955 -2.448
H: -3.576 -5.278 -2.127
H: -2.181 -6.422 -1.434
H: -3.824 -5.966 0.311
H: -2.973 -5.174 1.752
H: -5.126 -1.725 0.549
H: -4.221 -2.145 2.105
H: -3.707 0.085 0.235
H: -1.993 -0.180 -0.523
H: -3.467 -0.766 -1.479
H: -0.711 -1.814 1.096
H: -2.020 -0.858 1.992
H: -1.816 -2.768 2.238
C: -2.042 6.090 2.431
O: -1.792 5.648 1.105
C: -0.445 5.887 0.686
C: 0.278 4.558 0.460
N: 0.521 3.871 1.730
C: 0.996 2.493 1.566
C: 0.016 1.487 0.942
O: -1.124 1.214 1.754
C: -2.213 2.101 1.556
H: -3.106 5.951 2.638
H: -1.470 5.500 3.152
H: -1.802 7.152 2.539
H: 0.100 6.526 1.389
H: -0.502 6.421 -0.269
H: 1.234 4.749 -0.037
H: -0.343 3.947 -0.204
H: -0.341 3.851 2.266
H: 1.255 2.134 2.568
H: 1.925 2.502 0.986
H: 0.549 0.534 0.853
H: -0.280 1.761 -0.076
H: -2.272 2.467 0.527
H: -2.153 2.936 2.256
H: -3.134 1.556 1.780
C: 8.192 1.294 -1.582
O: 7.246 2.093 -2.275
C: 6.668 1.422 -3.399
C: 5.175 1.193 -3.162
N: 4.957 0.186 -2.120
C: 3.561 0.092 -1.683
C: 2.972 1.311 -0.954
O: 3.568 1.563 0.317
C: 4.722 2.390 0.271
H: 8.645 1.907 -0.800
H: 7.706 0.436 -1.111
H: 8.983 0.954 -2.258
H: 7.186 0.485 -3.631
H: 6.788 2.088 -4.259
H: 4.711 0.854 -4.094
H: 4.729 2.152 -2.881
H: 5.530 0.416 -1.314
H: 3.507 -0.765 -1.003
H: 2.932 -0.152 -2.546
H: 1.922 1.084 -0.749
H: 2.968 2.213 -1.575
H: 4.679 3.125 -0.538
H: 5.622 1.778 0.184
H: 4.787 2.928 1.221



Density functional theory data (ωB97M-V with the def2-TZVPD basis set) for 2 unconnected molecules or ions with the total composition C2H3ClINO2 at a distorted geometry.

The frontier orbital gap (alpha / beta) comes out at 0.281 / 0.285 Ha. The relative energy (zero: lowest compared OMol25 entry of this formula, charge and spin) comes out at 1.7623 eV. The calculation puts the lowest unoccupied orbital energy (alpha / beta) at -0.0599 / -0.0411 hartree. The value obtained for the largest force on an atom is 5.54 eV/A. The value obtained for the total energy is -28324.8655 eV.

Atoms and positions in Å:
C: -0.030 -0.733 -0.337
C: -0.987 0.248 0.129
N: 1.923 0.295 0.266
O: 1.714 0.509 1.405
O: 2.633 0.284 -0.671
Cl: -0.989 1.894 -0.772
I: -3.237 -0.585 -0.101
H: 0.125 -1.622 0.301
H: 0.062 -0.727 -1.442
H: -1.213 0.437 1.223



Density functional theory data (ωB97M-V with the def2-TZVPD basis set) for 2 unconnected molecules or ions with the total composition C27H34Br2ClN4O5.

The frontier orbital gap comes out at 0.274 Ha. As for the total charge: +1. The calculation puts the lowest unoccupied orbital energy at -0.1519 hartree. The value obtained for the largest force on an atom is 0.80 eV/A. The value obtained for the total energy is -197350.6397 eV.

Atoms and positions in Å:
C: 1.227 2.602 -0.689
C: -0.064 2.965 -1.373
Br: -0.268 4.789 -1.747
C: -0.991 2.068 -1.704
Br: -2.575 2.502 -2.602
C: -0.761 0.630 -1.406
C: -0.058 -0.173 -2.318
C: 0.463 0.433 -3.602
O: -0.125 1.266 -4.229
O: 1.645 -0.096 -3.958
C: 2.640 0.815 -4.457
C: 3.233 0.291 -5.749
C: 2.203 0.251 -6.873
Cl: 3.808 -1.387 -5.422
C: 0.143 -1.537 -2.041
C: 0.813 -2.523 -2.956
C: -0.337 -1.990 -0.835
N: -0.956 -1.205 0.068
C: -1.299 -1.869 1.338
C: -0.181 -1.814 2.411
N: -0.010 -0.474 2.909
N: 1.132 -2.270 1.927
N: -0.665 -2.701 3.465
C: -1.212 0.105 -0.187
C: -1.894 0.995 0.814
C: -3.323 1.443 0.467
O: -3.529 2.613 0.275
C: -4.434 0.455 0.390
C: -4.619 -0.562 1.324
C: -5.694 -1.431 1.213
C: -6.589 -1.302 0.157
C: -6.421 -0.276 -0.765
C: -5.356 0.603 -0.646
H: 1.921 2.143 -1.396
H: 1.063 1.906 0.135
H: 1.700 3.496 -0.297
H: 3.427 0.884 -3.706
H: 2.207 1.801 -4.616
H: 4.107 0.881 -6.004
H: 1.636 -0.675 -6.812
H: 2.674 0.296 -7.850
H: 1.501 1.076 -6.759
H: 0.690 -3.536 -2.585
H: 1.874 -2.300 -3.040
H: 0.412 -2.435 -3.964
H: -0.217 -3.026 -0.561
H: -2.192 -1.423 1.739
H: -1.533 -2.910 1.127
H: -0.341 -0.360 3.857
H: 0.949 -0.170 2.846
H: 1.536 -1.575 1.303
H: 1.042 -3.104 1.353
H: -0.329 -3.640 3.274
H: -0.159 -2.438 4.307
H: -1.314 1.913 0.882
H: -1.879 0.554 1.804
H: -3.963 -0.671 2.175
H: -5.851 -2.213 1.942
H: -7.410 -1.999 0.072
H: -7.116 -0.155 -1.583
H: -5.250 1.404 -1.363
O: 1.283 0.445 5.701
C: 2.407 0.659 5.349
O: 2.970 0.002 4.303
C: 4.358 0.377 4.170
C: 4.470 1.734 4.854
C: 3.410 1.621 5.949
H: 4.964 -0.388 4.656
H: 4.608 0.403 3.112
H: 5.472 1.944 5.220
H: 4.194 2.525 4.155
H: 3.805 1.172 6.862
H: 2.930 2.565 6.191



Density functional theory data (ωB97M-V with the def2-TZVPD basis set) for C3H5N3S2 in the gas phase at a distorted geometry.

The frontier orbital gap comes out at 0.313 Ha. The relative energy (zero: lowest compared OMol25 entry of this formula, charge and spin) comes out at 2.2057 eV. Its SMILES is CN1C=NNC(=S)S1. The calculation puts the lowest unoccupied orbital energy at -0.0027 hartree. The value obtained for the largest force on an atom is 3.17 eV/A. The value obtained for the total energy is -29330.5003 eV.

Atoms and positions in Å:
C: -2.822 -0.916 0.395
C: 1.064 0.053 0.062
C: -1.489 1.203 -0.014
H: -3.378 -0.125 0.963
H: -2.665 -1.929 0.936
H: -3.330 -1.158 -0.540
H: 1.472 2.047 0.106
H: -2.511 1.489 -0.199
N: -1.511 -0.198 0.220
N: 0.690 1.354 0.122
N: -0.517 1.987 -0.299
S: -0.146 -1.096 -0.480
S: 2.600 -0.428 0.216



Density functional theory data (ωB97M-V with the def2-TZVPD basis set) for C5H10N2O2 in the gas phase at a distorted geometry.

The frontier orbital gap comes out at 0.287 Ha. The relative energy (zero: lowest compared OMol25 entry of this formula, charge and spin) comes out at 6.0559 eV. Its SMILES is CC/C=[N+](/[O-])CCN=O. The calculation puts the lowest unoccupied orbital energy at -0.0259 hartree. The value obtained for the largest force on an atom is 2.02 eV/A. The value obtained for the total energy is -12417.4167 eV.

Atoms and positions in Å:
C: 1.674 -0.717 -0.732
C: 0.928 -1.467 0.391
C: -1.274 -0.491 0.209
C: -1.556 1.933 -0.288
C: -0.837 0.884 0.555
N: 1.943 0.674 -0.371
N: -0.519 -1.542 0.148
O: 2.783 0.833 0.497
O: -0.951 -2.688 -0.137
H: 2.627 -1.226 -0.909
H: 1.082 -0.705 -1.647
H: 1.265 -2.505 0.429
H: 1.133 -0.988 1.353
H: -2.322 -0.657 -0.004
H: -1.271 2.931 0.037
H: -2.636 1.834 -0.203
H: -1.279 1.825 -1.334
H: -1.032 1.071 1.617
H: 0.242 1.001 0.388